1.
This record from OMol25 describes 3 unconnected molecules or ions with the total composition C2H11N2O2 at a distorted geometry. The level of theory is ωB97M-V with the def2-TZVPD basis set.

relative energy (zero: lowest compared OMol25 entry of this formula, charge and spin): 10.4 kcal per mole
gap between HOMO and LUMO (alpha / beta): 5.44 / 8.80 eV
spin multiplicity: 2

Cartesian coordinates (Å):
C  0.8207  2.7655  -0.9007
N  0.7476  1.4096  -0.4079
C  1.8868  0.6077  -0.2883
N  1.7493  -0.7751  -0.4071
H  1.8228  3.1306  -0.6806
H  0.5044  2.8580  -1.9332
H  0.1860  3.4039  -0.2724
H  -0.1375  0.9430  -0.3261
H  2.6739  1.1052  0.2739
H  0.9381  -1.1113  -0.8996
H  2.5727  -1.2427  -0.7608
H  -2.2914  -3.2984  2.9688
H  -3.8547  -3.3166  2.8227
O  -3.0365  -2.9000  2.5166
H  -1.7055  -1.7464  -0.0250
H  -1.6309  -0.8530  -1.2769
O  -1.2460  -0.9799  -0.4032

---

2.
This record from OMol25 describes 2 unconnected molecules or ions with the total composition CH3O2S at a distorted geometry. The level of theory is ωB97M-V with the def2-TZVPD basis set.

relative energy (zero: lowest compared OMol25 entry of this formula, charge and spin): 11.6 kcal per mole
gap between HOMO and LUMO: 7.61 eV
spin multiplicity: 1
net charge: -1

Cartesian coordinates (Å):
S  -0.7212  1.7719  -1.1056
H  -1.9462  1.6834  -1.6297
O  1.2522  -2.0346  0.9707
C  0.8807  -0.9262  0.6775
O  -0.3412  -0.4548  0.7834
H  1.5256  -0.0611  0.3931
H  -0.6500  0.0214  -0.0894

---

3.
This record from OMol25 describes 12 unconnected molecules or ions with the total composition C35H62Br10O21 at a distorted geometry. The level of theory is ωB97M-V with the def2-TZVPD basis set.

relative energy (zero: lowest compared OMol25 entry of this formula, charge and spin): 2.9 kcal per mole
gap between HOMO and LUMO: 9.74 eV
structure (SMILES): C[C@H]1COC(=O)O1.C[C@H]1COC(=O)O1.C[C@H]1COC(=O)O1.C[C@H]1COC(=O)O1.COC(=O)OC.COC(=O)OC.COC(=O)OC.BrCCBr.BrCCBr.BrCCBr.BrCCBr.BrCCBr
spin multiplicity: 1

Cartesian coordinates (Å):
C  8.5205  2.5465  -6.9590
C  7.2051  1.6980  -6.8777
C  7.4556  0.2044  -6.4406
O  6.4350  -0.0366  -5.5014
C  5.8552  1.1187  -5.1629
O  4.9605  1.3100  -4.3580
O  6.5071  2.1190  -5.8174
H  9.1892  2.3840  -6.1137
H  8.3569  3.6242  -6.9681
H  9.0239  2.3744  -7.9104
H  6.6105  1.6909  -7.7913
H  8.4545  -0.0006  -6.0556
H  7.2973  -0.4105  -7.3266
C  4.5881  -6.9017  3.0752
C  5.6412  -5.8931  3.2080
C  6.5617  -5.5148  2.0054
O  6.5018  -4.0822  2.0323
C  5.5595  -3.6949  2.7907
O  5.1214  -2.5538  2.9136
O  5.1282  -4.6741  3.5426
H  4.1088  -6.9756  4.0514
H  5.1207  -7.8362  2.8987
H  4.0363  -6.6871  2.1601
H  6.3453  -6.1336  4.0045
H  6.1426  -5.9159  1.0826
H  7.5560  -5.9342  2.1587
C  2.4935  5.2212  3.0481
C  3.7574  4.6218  2.4755
C  3.5916  4.2121  1.0188
O  4.3197  5.2375  0.3990
C  4.9144  6.0563  1.2534
O  5.5722  6.9967  0.8794
O  4.7692  5.6449  2.4474
H  2.7693  5.8415  3.9008
H  1.7526  4.5577  3.4941
H  2.0964  5.9879  2.3828
H  4.0905  3.8973  3.2187
H  2.5371  4.2846  0.7525
H  3.9496  3.2255  0.7246
C  -2.9426  6.6829  -4.7169
C  -3.7491  6.9568  -3.4242
C  -3.1490  6.4792  -2.1717
O  -3.0926  7.5803  -1.2820
C  -3.2829  8.7130  -2.0537
O  -3.1339  9.8779  -1.6344
O  -3.5797  8.3460  -3.2290
H  -2.8607  5.6594  -5.0826
H  -1.9098  6.9981  -4.5688
H  -3.3173  7.2722  -5.5538
H  -4.7790  6.6097  -3.5077
H  -2.1770  6.0083  -2.3186
H  -3.8488  5.7922  -1.6959
Br  -2.8823  -5.7852  -2.1451
C  -1.5095  -7.0607  -1.5916
C  -2.0591  -8.4606  -1.5550
Br  -0.5778  -9.6725  -0.9616
H  -1.2560  -6.6650  -0.6081
H  -0.6665  -6.9399  -2.2720
H  -2.3582  -8.7644  -2.5581
H  -2.9429  -8.5453  -0.9227
Br  -3.8081  7.0261  5.5272
C  -2.6678  8.5655  6.2111
C  -3.2390  8.8771  7.6006
Br  -5.0092  9.6109  7.3282
H  -2.7366  9.3717  5.4808
H  -1.6098  8.3050  6.1824
H  -2.5463  9.6270  7.9826
H  -3.2221  8.0324  8.2893
Br  -8.5049  -1.4645  5.5747
C  -9.5111  -0.0851  6.4612
C  -10.6612  -0.7608  7.2446
Br  -10.2168  -1.2608  9.1328
H  -9.9886  0.4865  5.6653
H  -8.8461  0.6513  6.9126
H  -11.0164  -1.6286  6.6887
H  -11.5887  -0.1882  7.2373
Br  -3.8375  -1.6907  10.1908
C  -2.5596  -0.2058  10.2300
C  -2.3168  0.2294  8.7735
Br  -1.2269  1.9550  8.8624
H  -1.6178  -0.5582  10.6505
H  -2.9482  0.5654  10.8952
H  -3.2514  0.4078  8.2417
H  -1.8578  -0.6278  8.2809
Br  0.1340  -5.9067  8.2728
C  -1.3723  -6.8380  7.4148
C  -1.5055  -6.3044  5.9957
Br  -3.0603  -7.1795  5.1205
H  -2.2967  -6.7850  7.9899
H  -1.2134  -7.9156  7.4542
H  -0.5824  -6.3798  5.4209
H  -1.7030  -5.2432  6.1471
C  0.4576  -1.2841  -0.0312
O  -0.3329  -0.1633  0.3249
C  -1.0144  -0.1491  1.4884
O  -0.8773  -0.9217  2.4650
O  -1.8414  0.8531  1.4726
C  -2.8589  1.0466  2.4138
H  1.4060  -1.1423  0.4871
H  0.6880  -1.3621  -1.0937
H  0.0471  -2.1864  0.4219
H  -3.4674  1.7793  1.8838
H  -2.3405  1.3842  3.3113
H  -3.4460  0.1625  2.6623
C  1.7177  -3.9871  -8.2245
O  1.8769  -4.3150  -6.8548
C  3.0613  -4.6264  -6.3498
O  4.1395  -4.6143  -6.9525
O  2.8876  -5.0803  -5.0920
C  3.9669  -5.5068  -4.3566
H  2.6793  -3.7408  -8.6749
H  1.0343  -3.1386  -8.1904
H  1.2243  -4.8148  -8.7340
H  3.5387  -5.7167  -3.3765
H  4.7285  -4.7290  -4.3008
H  4.2505  -6.4334  -4.8558
C  -4.9518  0.3552  -10.6648
O  -4.5523  -0.3379  -9.4714
C  -3.5452  0.2592  -8.7487
O  -2.7204  1.0343  -9.2127
O  -3.5880  -0.1858  -7.5084
C  -2.5958  0.0839  -6.5526
H  -5.3187  1.3397  -10.3745
H  -5.6303  -0.1075  -11.3814
H  -4.1097  0.6002  -11.3120
H  -2.9878  0.2956  -5.5579
H  -1.8793  0.8340  -6.8873
H  -2.0786  -0.8657  -6.4151

---

4.
This record from OMol25 describes 3 unconnected molecules or ions with the total composition C14H26BF6N2O5 at a distorted geometry. The level of theory is ωB97M-V with the def2-TZVPD basis set.

gap between HOMO and LUMO: 8.71 eV
spin multiplicity: 1
net charge: +1

Cartesian coordinates (Å):
C  2.2937  -1.7686  -0.2997
N  1.3665  -2.0864  -1.4915
C  0.1856  -2.8130  -0.8855
B  2.1984  -3.0010  -2.4010
O  2.7595  -2.3327  -3.6277
C  2.4757  -4.5732  -2.0078
C  1.7802  -5.7812  -2.8715
C  2.5408  -7.0566  -2.1042
N  3.8668  -6.5325  -1.5142
C  4.0469  -5.1172  -2.1018
H  2.7619  -0.6949  -0.4834
H  3.2201  -2.5202  -0.2591
H  1.7149  -1.8139  0.7243
H  0.5044  -3.6407  -0.1030
H  -0.5915  -3.2239  -1.6887
H  -0.4189  -2.0022  -0.2514
H  3.5639  -1.7833  -3.3289
H  2.2034  -4.8159  -0.8952
H  2.2150  -5.8962  -3.9694
H  0.6224  -5.9483  -2.8350
H  2.7580  -8.0254  -2.7469
H  1.8638  -7.2150  -1.1372
H  3.8342  -6.3266  -0.4752
H  4.6906  -7.1702  -1.5902
H  4.8715  -4.4290  -1.6257
H  4.3386  -5.3983  -3.2248
C  1.0614  1.3629  -2.0275
C  1.7375  2.7013  -1.7909
O  0.8394  3.6114  -1.1393
C  0.7385  3.4873  0.2236
O  1.3579  2.6564  0.8823
C  -0.2069  4.5446  0.7907
F  -1.3531  4.6746  0.0624
F  0.3664  5.7825  0.8189
F  -0.6003  4.2794  2.0684
H  0.1248  1.4979  -2.5786
H  1.7128  0.6945  -2.5962
H  0.8061  0.8771  -1.0803
H  2.0029  3.1520  -2.7536
H  2.6663  2.5895  -1.2207
C  -3.3423  5.0699  2.8755
C  -4.0015  4.2366  3.9597
O  -5.0956  4.9528  4.5506
C  -6.2864  4.9038  3.8703
O  -6.4456  4.2994  2.8132
C  -7.3719  5.6615  4.6323
F  -6.9423  6.8664  5.1063
F  -7.8179  4.9647  5.7173
F  -8.4722  5.9260  3.8726
H  -3.0427  6.0463  3.2705
H  -2.4588  4.5626  2.4797
H  -4.0341  5.2597  2.0487
H  -3.2798  4.0421  4.7608
H  -4.3289  3.2632  3.5780

---

5.
This record from OMol25 describes C4H3FN2O in the gas phase at a distorted geometry. The level of theory is ωB97M-V with the def2-TZVPD basis set.

relative energy (zero: lowest compared OMol25 entry of this formula, charge and spin): 57.8 kcal per mole
gap between HOMO and LUMO: 10.10 eV
structure (SMILES): Oc1cnnc(F)c1
spin multiplicity: 1

Cartesian coordinates (Å):
C  -1.1857  -0.3418  -0.0450
C  -1.0209  1.0322  -0.0192
C  1.1169  -0.3013  0.0542
C  0.0083  -1.0678  0.1933
H  -2.9861  -0.1161  -0.0869
H  -1.8899  1.7800  -0.1110
H  0.1196  -2.2005  0.5161
N  0.1287  1.6592  0.0660
N  1.2741  1.0492  0.0246
O  -2.4449  -0.8335  -0.0828
F  2.3317  -0.8536  -0.1544

---

6.
This record from OMol25 describes a molecular structure, C12H14IrN2P at a distorted geometry. The level of theory is ωB97M-V with the def2-TZVPD basis set.

relative energy (zero: lowest compared OMol25 entry of this formula, charge and spin): 36.5 kcal per mole
gap between HOMO and LUMO (alpha / beta): 5.65 / 4.05 eV
spin multiplicity: 6
net charge: +1

Cartesian coordinates (Å):
C  1.6867  -2.2538  -0.8944
C  2.5737  -2.0605  0.1685
C  3.2697  -0.8229  -0.0019
C  2.8363  -0.1994  -1.2140
C  1.8625  -0.9918  -1.8291
Ir  -1.7016  0.4591  0.7794
P  -2.5448  -1.4414  0.6925
H  0.9997  -3.0697  -1.0887
H  2.7096  -2.7521  0.9996
H  4.0162  -0.4188  0.6833
H  1.3097  -0.8290  -2.7477
H  3.1975  0.7542  -1.5977
H  -3.3669  -1.8276  1.8022
H  -1.6113  -2.5300  0.6082
H  -3.4079  -1.6878  -0.4269
N  0.4523  3.8817  1.3335
C  0.3488  2.5457  1.0889
N  -0.9359  2.2618  0.8603
C  -1.6946  3.4396  0.8681
C  -3.0706  3.5087  1.0168
C  -3.5723  4.6519  1.6524
C  -2.7063  5.6718  2.0823
C  -1.3218  5.6090  1.8644
C  -0.8185  4.4718  1.2528
H  1.3146  4.3671  1.5625
H  1.1721  1.8401  1.1093
H  -3.6580  2.6595  0.6692
H  -4.6445  4.7484  1.8178
H  -3.1306  6.5302  2.6052
H  -0.6261  6.3912  2.1662